Record 1
{"formula": "C6H7Br2NOS", "method": "wB97M-V/def2-TZVPD", "de_lowest_kcal_mol": 19.1, "fmax_ev_per_a": 5.67, "elements": ["C", "C", "C", "C", "C", "C", "N", "O", "S", "Br", "Br", "H", "H", "H", "H", "H", "H", "H"], "positions_angstrom": [[1.13631, 0.45866, -1.09640], [0.03628, 0.06965, -0.35612], [-0.43135, -1.27775, -0.35729], [-1.75942, -1.78009, 0.21478], [0.26104, -2.17922, -1.23539], [0.69278, 3.01807, 1.00007], [2.07284, 0.98847, -1.48022], [1.50107, 2.52098, 1.93843], [-0.98425, 1.26154, 0.44351], [0.73301, -3.84857, -0.40053], [-0.28319, 4.67815, 1.11753], [-2.14340, -2.81572, -0.03047], [-2.46108, -1.02090, -0.13788], [-1.59229, -1.61343, 1.24854], [-0.32875, -2.36662, -2.12544], [1.15343, -1.72342, -1.59388], [1.09035, 2.66098, 0.03410], [1.30663, 2.96922, 2.81666]], "nbo_charge": [0.24, -0.35, 0.10, -0.68, -0.48, 0.13, -0.32, -0.63, -0.06, 0.00, 0.12, 0.24, 0.24, 0.25, 0.23, 0.23, 0.23, 0.50]}

Record 2
{"formula": "C2H5OPS", "method": "wB97M-V/def2-TZVPD", "de_lowest_kcal_mol": 67.0, "fmax_ev_per_a": 2.99, "smiles": "C=[P@@H]1S[C@H]1O", "elements": ["C", "P", "S", "C", "O", "H", "H", "H", "H", "H"], "positions_angstrom": [[-1.96581, -0.78288, 0.16747], [-0.43663, -0.25686, -0.42616], [1.24593, -1.49399, -0.14383], [0.98768, 0.43651, 0.36000], [1.91102, 1.35600, -0.10646], [-2.66951, 0.00651, 0.33345], [-1.60570, -1.19169, 1.16600], [-0.19132, 0.04130, -1.72502], [0.98093, 0.54426, 1.48055], [1.74339, 1.34083, -1.10599]], "nbo_charge": [-1.10, 1.11, -0.21, -0.27, -0.66, 0.23, 0.23, -0.04, 0.23, 0.47]}

Record 3
{"formula": "CH5INP", "method": "wB97M-V/def2-TZVPD", "de_lowest_kcal_mol": 29.7, "fmax_ev_per_a": 2.02, "smiles": "[H]/N=P/I.C", "elements": ["H", "N", "P", "I", "C", "H", "H", "H", "H"], "positions_angstrom": [[-3.03862, 3.30474, -0.29259], [-3.63252, 2.43838, -0.51822], [-3.08783, 1.22475, 0.27928], [-4.73659, -0.59988, 0.00136], [1.83695, -0.18462, 0.31934], [2.47223, -0.91416, -0.30256], [1.79605, 0.73262, -0.19982], [2.40324, 0.08122, 1.15707], [0.82857, -0.49308, 0.62071]], "nbo_charge": [0.39, -1.11, 0.91, -0.19, -0.85, 0.22, 0.21, 0.21, 0.21]}

Record 4
{"formula": "C38H42N6PSZr", "method": "wB97M-V/def2-TZVPD", "de_lowest_kcal_mol": 26.0, "fmax_ev_per_a": 4.28, "charge": 3, "elements": ["Zr", "N", "C", "C", "C", "C", "N", "H", "H", "H", "H", "H", "H", "H", "H", "H", "H", "H", "H", "N", "C", "C", "C", "C", "C", "C", "C", "C", "N", "C", "H", "H", "H", "H", "H", "H", "H", "H", "C", "C", "C", "C", "C", "C", "P", "C", "C", "C", "C", "C", "C", "C", "C", "C", "C", "C", "C", "C", "C", "C", "C", "H", "H", "H", "H", "H", "H", "H", "H", "H", "H", "H", "H", "H", "H", "H", "H", "S", "C", "N", "C", "C", "N", "H", "H", "H", "H", "H", "H"], "positions_angstrom": [[0.09768, 0.78676, 0.07702], [-0.24025, 0.53365, 2.46180], [-1.39800, 1.26493, 3.08778], [-0.96600, 2.64140, 3.57243], [-1.36968, 3.78985, 2.65007], [-0.71699, 4.01205, 1.27855], [-0.94035, 2.81120, 0.37528], [-0.36608, -0.47653, 2.49097], [0.59704, 0.72487, 3.03134], [-1.62075, 0.67778, 3.97267], [-2.20994, 1.22533, 2.38653], [0.15149, 2.66502, 3.70469], [-1.44472, 2.77530, 4.55723], [-1.23993, 4.76343, 3.13792], [-2.47886, 3.68012, 2.44334], [0.37201, 4.17851, 1.41202], [-1.20278, 4.89891, 0.83792], [-0.86133, 3.05454, -0.64312], [-1.94853, 2.61878, 0.44861], [1.77113, 2.21641, 0.99692], [2.55224, 2.68812, -0.08469], [3.21386, 3.90603, -0.10044], [4.09689, 4.26375, -1.15512], [4.17252, 3.51645, -2.31351], [3.42100, 2.30136, -2.40121], [3.32966, 1.61258, -3.61297], [2.65217, 0.32785, -3.59460], [2.02433, -0.08788, -2.42743], [1.91160, 0.69250, -1.33441], [2.69038, 1.86918, -1.21101], [1.55181, 2.86497, 1.76816], [2.38436, 1.44990, 1.43406], [3.29040, 4.51831, 0.83016], [4.63188, 5.21357, -1.01236], [4.67410, 3.94423, -3.18442], [3.76247, 2.00137, -4.49961], [2.50863, -0.32177, -4.51709], [1.41400, -1.00375, -2.34814], [-3.55158, -2.97644, 4.14790], [-4.13404, -1.95481, 3.42125], [-3.52916, -1.37304, 2.32787], [-2.35027, -1.91945, 1.80039], [-1.72138, -2.93948, 2.55589], [-2.28058, -3.42134, 3.76545], [-1.54836, -1.40595, 0.24855], [-0.97851, -2.89974, -0.54601], [0.29745, -3.42452, -0.30194], [0.71836, -4.58795, -0.92902], [-0.13984, -5.35237, -1.68595], [-1.39592, -4.84014, -1.98531], [-1.87181, -3.63187, -1.35847], [-2.91200, -0.79143, -0.73489], [-4.20438, -1.21740, -0.52126], [-5.26296, -0.47492, -1.17263], [-5.00830, 0.47100, -2.11369], [-3.66048, 0.84317, -2.44441], [-3.39245, 1.74762, -3.46811], [-2.04704, 2.10921, -3.66135], [-1.05796, 1.70811, -2.70652], [-1.31569, 0.80595, -1.64638], [-2.61710, 0.27626, -1.63356], [-4.12670, -3.45649, 4.94589], [-5.11858, -1.63767, 3.66671], [-4.04292, -0.64881, 1.75241], [-0.77678, -3.33079, 2.28721], [-1.76188, -4.21867, 4.34223], [0.94891, -2.68787, 0.13603], [1.75624, -4.91154, -0.77323], [0.18805, -6.33434, -2.03412], [-2.07992, -5.41761, -2.62687], [-2.84654, -3.30556, -1.49318], [-4.34660, -2.14238, -0.02230], [-6.30275, -0.76750, -0.91083], [-5.77865, 0.98510, -2.71929], [-4.21375, 2.10225, -4.09988], [-1.69843, 2.66952, -4.58688], [-0.05160, 2.08996, -2.86789], [2.25475, -0.75938, 1.51814], [3.63842, -1.33436, 0.75755], [3.94926, -2.65463, 0.67266], [5.11216, -2.87409, -0.11840], [5.48973, -1.50800, -0.54769], [4.69674, -0.64301, 0.28689], [3.41252, -3.41461, 1.12138], [4.87090, -3.54932, -0.94152], [5.94529, -3.38658, 0.42557], [5.36179, -1.29452, -1.62007], [6.56806, -1.28069, -0.44120], [4.64886, 0.36204, 0.01757]], "mulliken_charge": [-1.64, -0.40, -0.71, -0.75, -0.82, -0.67, -0.17, 0.26, 0.42, 0.65, 0.31, 0.27, 0.35, 0.46, 0.35, 0.21, 0.44, 0.44, 0.33, -0.61, 0.68, -0.78, -0.92, -0.93, 0.79, -0.82, -0.91, -0.44, 1.25, -0.08, 0.36, 0.33, 0.41, 0.44, 0.46, 0.61, 0.47, 0.35, -0.64, -0.95, -0.74, 0.25, -0.59, -0.75, 3.22, 0.69, 0.22, -0.45, -0.77, -0.67, -0.93, -0.38, -0.37, -1.26, -0.98, 0.86, -0.88, -1.14, 0.32, 1.35, 0.09, 0.43, 0.51, 0.75, 0.50, 0.42, -0.18, 0.33, 0.43, 0.42, 0.51, 0.79, 0.44, 0.42, 0.45, 0.39, 0.25, -0.30, 0.39, -0.07, -0.61, -0.47, -0.08, 0.31, 0.33, 0.34, 0.20, 0.40, 0.21]}

Record 5
{"formula": "C3H11N3O", "method": "wB97M-V/def2-TZVPD", "de_lowest_kcal_mol": 36.6, "fmax_ev_per_a": 3.00, "smiles": "[H]/N=C/NC.NCO", "elements": ["H", "N", "C", "N", "C", "H", "H", "H", "H", "H", "N", "C", "O", "H", "H", "H", "H", "H"], "positions_angstrom": [[2.30602, -1.51711, 1.23475], [1.54524, -0.96811, 0.76896], [0.50508, -1.11097, 1.48625], [-0.78845, -0.89431, 1.00540], [-1.96148, -0.98253, 1.91513], [0.57133, -1.41512, 2.55083], [-0.82304, -0.33405, 0.19210], [-2.24716, 0.00167, 2.26884], [-1.70925, -1.56059, 2.77956], [-2.76528, -1.52014, 1.43500], [-0.92611, 1.13203, -1.59840], [0.48373, 1.73709, -1.56409], [1.46958, 0.80004, -1.86743], [-1.62338, 1.82519, -1.60377], [-1.06192, 0.55801, -2.39379], [0.56884, 2.70339, -2.13337], [0.63082, 1.97412, -0.50207], [1.41766, 0.13554, -1.14418]], "nbo_charge": [0.35, -0.78, 0.30, -0.63, -0.41, 0.14, 0.42, 0.19, 0.20, 0.20, -0.89, 0.10, -0.73, 0.36, 0.36, 0.15, 0.14, 0.51]}

Record 6
{"formula": "H2N2O3S", "method": "wB97M-V/def2-TZVPD", "de_lowest_kcal_mol": 73.2, "fmax_ev_per_a": 6.96, "elements": ["N", "N", "O", "O", "O", "S", "H", "H"], "positions_angstrom": [[-0.56247, -1.02075, 0.15820], [0.42569, 1.33469, 0.14390], [-0.83762, 1.95740, -0.28087], [1.03084, 1.67335, 1.08326], [1.62690, -0.94520, -0.97138], [0.38564, -0.31396, -0.97764], [-0.52063, -1.70628, 0.99853], [-1.54835, -0.97924, -0.15400]], "nbo_charge": [-1.11, 0.29, -0.54, -0.25, -0.88, 1.63, 0.45, 0.41]}

Record 7
{"formula": "C38H41CaN8O10S2", "method": "wB97M-V/def2-TZVPD", "de_lowest_kcal_mol": 0.0, "fmax_ev_per_a": 0.82, "charge": 1, "elements": ["Ca", "O", "C", "O", "C", "C", "C", "C", "C", "N", "C", "O", "O", "H", "H", "H", "H", "H", "S", "C", "N", "C", "C", "N", "C", "C", "C", "C", "C", "C", "C", "C", "S", "C", "C", "C", "C", "C", "C", "C", "H", "H", "H", "H", "H", "H", "H", "H", "H", "H", "H", "H", "H", "H", "H", "H", "H", "H", "N", "C", "C", "C", "C", "N", "C", "N", "N", "C", "O", "O", "H", "H", "H", "H", "H", "H", "H", "H", "H", "H", "H", "H", "H", "H", "O", "C", "O", "C", "C", "C", "C", "C", "C", "N", "O", "O", "H", "H", "H", "H"], "positions_angstrom": [[-0.27425, -1.22946, 0.22090], [-1.77887, -5.02865, -1.86071], [-1.73629, -3.75131, -1.48654], [-2.10271, -3.34590, -0.41371], [-1.19795, -2.85834, -2.57095], [-0.99220, -3.29316, -3.87251], [-0.51529, -2.37748, -4.79501], [-0.25736, -1.07637, -4.38865], [-0.48895, -0.74152, -3.06281], [-0.95838, -1.61498, -2.17944], [-0.32644, 0.65930, -2.51638], [0.56272, 1.45938, -3.10730], [-0.94845, 1.02005, -1.55380], [-2.10169, -5.55030, -1.11050], [-1.20168, -4.31676, -4.14386], [-0.35107, -2.67093, -5.82282], [0.08946, -0.33742, -5.09844], [1.19299, 0.95580, -3.63857], [-3.15995, -0.55883, 0.85900], [-3.14199, 1.09982, 0.73848], [-4.02850, 1.79610, 0.03571], [-4.05051, 3.25692, 0.08872], [-3.71711, 3.70324, 1.48604], [-2.43654, 3.12581, 1.87954], [-1.54583, 3.97564, 2.65599], [-0.64257, 4.84582, 1.80698], [-0.43390, 4.61160, 0.45536], [0.41754, 5.43209, -0.27426], [1.06688, 6.48937, 0.34203], [0.86477, 6.72423, 1.69601], [0.01423, 5.90740, 2.42215], [-2.08043, 1.90506, 1.48257], [-0.57229, 1.27989, 1.75818], [-5.04315, 1.15601, -0.80840], [-5.15658, 1.84083, -2.14636], [-6.38347, 2.29810, -2.60744], [-6.48321, 2.91156, -3.84997], [-5.35168, 3.08062, -4.63216], [-4.11985, 2.63067, -4.17213], [-4.02300, 2.01006, -2.93732], [-5.05018, 3.58921, -0.18603], [-3.34857, 3.67668, -0.63582], [-4.50063, 3.40990, 2.19141], [-3.61706, 4.78726, 1.50950], [-0.94891, 3.34034, 3.31004], [-2.18019, 4.60661, 3.28162], [-0.90367, 3.76843, -0.03638], [0.57810, 5.23338, -1.32591], [1.72985, 7.12733, -0.22705], [1.36781, 7.54766, 2.18563], [-0.14336, 6.09728, 3.47824], [-6.00192, 1.17866, -0.28320], [-4.75294, 0.11349, -0.91833], [-7.26926, 2.17132, -1.99539], [-7.44443, 3.26180, -4.20202], [-5.42681, 3.56453, -5.59687], [-3.23326, 2.76720, -4.77809], [-3.06264, 1.66369, -2.57134], [-0.41216, -2.45197, 2.40749], [-0.01977, -3.86321, 2.31576], [0.82007, -4.37111, 3.49643], [2.03720, -3.53589, 3.92259], [3.09188, -3.22344, 2.85250], [3.39757, -4.34815, 1.96174], [3.73077, -5.56429, 2.36892], [3.33432, -6.60369, 1.64017], [4.45257, -5.73184, 3.48460], [0.62168, -4.20616, 0.94753], [1.02971, -5.37971, 0.80237], [0.66508, -3.31014, 0.06900], [0.31805, -1.88944, 2.83491], [-1.25028, -2.33456, 2.96298], [-0.94474, -4.44683, 2.30686], [1.13152, -5.38838, 3.25410], [0.17135, -4.45097, 4.37206], [2.50536, -4.06471, 4.75638], [1.72062, -2.57433, 4.33662], [4.00779, -2.86221, 3.32705], [2.75584, -2.42078, 2.19636], [2.85955, -4.36572, 1.10151], [2.50630, -6.45455, 1.06150], [3.65275, -7.53492, 1.83879], [4.92958, -4.94773, 3.89333], [4.68128, -6.65056, 3.81858], [1.84891, -0.68019, 1.29941], [2.27808, -0.27663, 0.18598], [1.57354, -0.26336, -0.86040], [3.69740, 0.20620, 0.08352], [4.48968, 0.34779, 1.21652], [5.79910, 0.79606, 1.10759], [6.32975, 1.10261, -0.13614], [5.52058, 0.95573, -1.24889], [4.21605, 0.51663, -1.16379], [6.06783, 1.28421, -2.58060], [7.23019, 1.62347, -2.64188], [5.33739, 1.13461, -3.54057], [4.05826, 0.11549, 2.18128], [6.40967, 0.91459, 1.99240], [7.34398, 1.45393, -0.25441], [3.60734, 0.41546, -2.04780]], "mulliken_charge": [0.85, -0.48, -0.20, -0.43, 0.53, -0.58, -0.71, -0.95, 0.87, 0.36, 0.10, -0.49, -0.23, 0.40, 0.58, 0.48, 0.55, 0.38, -0.29, 0.07, 0.21, -0.69, -0.90, 0.23, -2.14, 1.17, 0.55, -1.08, -0.45, -0.61, -0.63, 0.41, -0.17, -0.96, 0.17, -0.45, -0.65, -0.46, -0.69, 0.14, 0.58, 0.28, 0.32, 0.53, 0.52, 0.63, 0.16, 0.46, 0.41, 0.38, 0.43, 0.30, 0.42, 0.39, 0.39, 0.40, 0.46, 0.46, -0.53, 0.41, -0.87, -0.88, 0.30, -0.04, 0.70, -0.32, -0.36, -0.14, -0.94, -0.62, 0.12, 0.24, 0.47, 0.24, 0.46, 0.40, 0.53, 0.42, -0.66, 0.18, 0.28, 0.21, 0.21, 0.20, -0.79, 1.03, -0.68, 0.46, -0.43, -0.78, -0.52, -0.08, -0.32, 1.07, -0.62, -0.62, 0.50, 0.42, 0.51, 0.55]}

Record 8
{"formula": "C7H11N6", "method": "wB97M-V/def2-TZVPD", "de_lowest_kcal_mol": 33.9, "fmax_ev_per_a": 6.27, "charge": 1, "smiles": "N[C@]1(c2ccn[nH]2)C=CNC(=[NH2+])N1", "elements": ["N", "C", "C", "C", "C", "N", "N", "C", "C", "N", "C", "N", "N", "H", "H", "H", "H", "H", "H", "H", "H", "H", "H", "H"], "positions_angstrom": [[0.71675, -1.81472, 0.37441], [0.12466, -0.51694, 0.37684], [1.23710, 0.52464, 0.63861], [2.59403, 0.65406, 0.13693], [2.98297, 1.88997, 0.66364], [1.98714, 2.50254, 1.37442], [0.93441, 1.74942, 1.21172], [-1.00582, -0.25657, 1.34776], [-2.16328, -0.22879, 0.87717], [-2.42788, -0.32225, -0.44749], [-1.48812, -0.38398, -1.40322], [-1.84342, -0.51851, -2.70537], [-0.22075, -0.34920, -1.02190], [0.26683, -2.55772, 0.78360], [1.70265, -1.78067, 0.62625], [3.11081, -0.15578, -0.30996], [3.81803, 2.52158, 0.73673], [0.05722, 1.70322, 1.65592], [-0.72270, -0.34468, 2.42038], [-2.98739, 0.22977, 1.43194], [-3.34881, -0.67318, -0.71323], [-2.78853, -0.62237, -2.96759], [-1.16586, -0.67727, -3.41452], [0.62997, -0.57258, -1.67304]], "nbo_charge": [-0.84, 0.20, 0.09, -0.34, -0.06, -0.21, -0.31, -0.27, -0.01, -0.57, 0.68, -0.75, -0.54, 0.39, 0.40, 0.24, 0.24, 0.41, 0.27, 0.25, 0.43, 0.42, 0.43, 0.46]}